Record 1
The following is a DFT calculation (ωB97M-V/def2-TZVPD) of C20H18O6PtS as an isolated structure.

Last column: Mulliken spin population.
Positions of all 46 atoms, in Å:
Pt -0.101 -0.406 -0.599  1.5013
O 2.635 1.692 -3.133  0.9327
C 2.090 1.144 -2.103  0.0250
O 0.871 1.102 -1.963  0.1062
C 3.126 0.602 -1.131  -0.0062
C 2.672 0.856 0.332  0.0222
C 3.856 0.646 1.269  0.0094
C 4.001 -0.898 1.259  0.0104
C 2.875 -1.311 0.318  0.0153
O 1.855 -0.317 0.589  0.0511
C 3.264 -0.962 -1.144  -0.0133
C 2.304 -1.666 -2.091  0.0290
O 2.921 -2.259 -3.052  0.9305
O 1.082 -1.712 -1.979  0.0832
H 4.086 1.072 -1.344  0.0014
H 2.080 1.754 0.481  0.0006
H 3.613 1.017 2.262  0.0010
H 4.747 1.168 0.924  -0.0007
H 3.828 -1.319 2.246  0.0008
H 4.973 -1.243 0.911  -0.0001
H 2.464 -2.308 0.454  0.0017
H 4.283 -1.262 -1.380  0.0046
O -1.400 0.033 0.991  0.1036
S -2.850 -0.518 0.817  0.0059
C -2.925 -2.084 1.622  0.0035
C -4.148 -2.419 2.186  -0.0029
C -4.288 -3.672 2.771  0.0005
C -3.213 -4.545 2.797  0.0006
C -1.984 -4.181 2.249  0.0029
C -1.833 -2.945 1.653  -0.0018
C -2.741 -1.017 -0.905  0.0494
C -3.133 -2.258 -1.374  -0.0219
C -2.955 -2.544 -2.723  0.0659
C -2.384 -1.612 -3.585  -0.0240
C -2.016 -0.363 -3.119  0.0971
C -2.190 -0.040 -1.764  0.0018
H -4.973 -1.718 2.176  0.0000
H -5.232 -3.955 3.217  0.0000
H -3.322 -5.517 3.260  0.0001
H -1.149 -4.867 2.299  0.0000
H -0.874 -2.631 1.256  0.0151
H -3.556 -2.996 -0.707  0.0018
H -3.262 -3.510 -3.102  0.0012
H -2.256 -1.857 -4.630  0.0001
H -1.622 0.385 -3.793  0.0025
H -2.120 0.996 -1.445  -0.0074

The total charge is +2. The value obtained for the largest force on an atom is 0.29 eV/Å. The calculation puts the relative energy (zero: lowest compared OMol25 entry of this formula, charge and spin) at 1.5 kcal per mole. The value obtained for the total energy is -1741.0762 Ha. As for the spin multiplicity: 5. For the HOMO-LUMO gap (spin up / spin down), the calculation gives 9.3 / 5.1 eV.

***

Record 2
The following is a DFT calculation (ωB97M-V/def2-TZVPD) of C20H19B11Br7F4NaO3PS as an isolated structure.

Last column: natural (NBO) charge in e.
Positions of all 67 atoms, in Å:
Na 0.723 -0.586 -1.755  0.8545
Br 2.399 -0.266 0.392  -0.1325
B 3.362 -1.979 0.045  -0.0668
B 5.067 -2.060 0.433  -0.0968
C 5.636 -3.277 -0.596  -0.5320
B 4.523 -2.188 -1.264  -0.0795
B 4.520 -3.914 -1.699  -0.0929
B 5.052 -4.845 -0.279  -0.0866
B 5.392 -3.699 1.035  -0.0649
B 3.889 -2.888 1.467  -0.1109
Br 3.506 -2.260 3.269  -0.0196
B 3.877 -4.619 1.026  -0.1088
Br 3.491 -5.996 2.329  0.0131
B 3.334 -4.756 -0.674  -0.0809
Br 2.326 -6.280 -1.317  0.0009
B 3.016 -3.111 -1.275  -0.0999
Br 1.631 -2.891 -2.687  -0.0742
B 2.608 -3.544 0.414  -0.0790
Br 0.768 -3.682 1.038  -0.0208
H 5.733 -1.149 0.764  0.1078
H 6.660 -3.195 -0.929  0.3299
H 4.833 -1.369 -2.053  0.0970
H 4.829 -4.238 -2.785  0.1115
H 5.734 -5.790 -0.426  0.1143
H 6.298 -3.882 1.760  0.1066
F -6.234 -2.243 -2.027  -0.2447
C -5.358 -1.367 -1.600  0.3346
C -5.708 -0.043 -1.442  0.3172
F -6.932 0.369 -1.706  -0.2619
C -4.759 0.865 -0.983  0.3797
F -5.186 2.107 -0.791  -0.2836
C -3.443 0.489 -0.711  -0.5459
P -2.235 1.687 -0.135  1.9637
C -2.709 3.375 -0.409  -0.5279
C -3.198 3.788 -1.652  -0.1117
C -3.485 5.118 -1.874  -0.2049
C -3.281 6.049 -0.861  -0.1267
C -2.787 5.650 0.373  -0.2345
C -2.496 4.316 0.602  -0.1045
C -1.848 1.393 1.572  -0.5173
C -2.853 1.600 2.523  -0.1736
C -2.595 1.321 3.851  -0.1979
C -1.349 0.829 4.234  -0.1427
C -0.357 0.613 3.290  -0.2015
C -0.609 0.897 1.958  -0.1031
C -3.123 -0.887 -0.809  -0.1213
Br -1.508 -1.687 -0.206  0.1749
C -4.066 -1.782 -1.264  0.3173
F -3.790 -3.068 -1.374  -0.2616
H -3.348 3.073 -2.451  0.2306
H -3.862 5.436 -2.835  0.2428
H -3.511 7.091 -1.036  0.2395
H -2.630 6.374 1.160  0.2403
H -2.113 4.013 1.569  0.2281
H -3.831 1.970 2.233  0.2299
H -3.368 1.478 4.591  0.2403
H -1.161 0.605 5.275  0.2408
H 0.604 0.205 3.574  0.2529
H 0.153 0.686 1.225  0.2208
C 0.932 3.302 -0.657  -0.8921
S 0.103 2.369 -1.896  2.4009
O -0.684 3.201 -2.724  -0.8682
O 1.003 1.406 -2.449  -0.9329
O -0.905 1.374 -1.035  -1.0225
H 1.565 3.991 -1.216  0.2911
H 1.545 2.634 -0.055  0.2799
H 0.212 3.864 -0.065  0.2658

The total charge is +1. The value obtained for the largest force on an atom is 0.62 eV/Å. The calculation puts the relative energy (zero: lowest compared OMol25 entry of this formula, charge and spin) at 10.3 kcal per mole. The value obtained for the total energy is -20592.2962 Ha. For the HOMO-LUMO gap, the calculation gives 7.0 eV.

***

Record 3
The following is a DFT calculation (ωB97M-V/def2-TZVPD) of one molecule with the formula C20H19F3N4O3.

Last column: natural (NBO) charge in e.
Positions of all 49 atoms, in Å:
C -2.002 -4.905 4.850  -0.2454
O -1.553 -5.919 3.952  -0.5554
C -1.305 -5.497 2.581  -0.0661
C 0.134 -5.062 2.376  -0.2346
N 0.421 -4.839 0.946  -0.4330
C 1.169 -5.925 0.244  -0.4105
C 0.271 -3.574 0.338  0.3767
C 0.530 -3.407 -1.028  -0.2812
C 0.371 -2.158 -1.648  -0.1671
C -0.086 -1.091 -0.830  0.0602
N -0.153 0.267 -1.193  -0.5819
C 0.347 0.878 -2.300  0.6448
O 0.791 0.220 -3.218  -0.5993
C 0.431 2.360 -2.285  0.0085
N -0.093 3.141 -1.272  -0.4668
C 0.218 4.381 -1.584  0.4900
C -0.115 5.614 -0.800  -0.0391
C 0.440 6.871 -1.132  -0.1982
C 0.118 7.994 -0.364  -0.2072
C -0.764 7.891 0.705  -0.1919
C -1.316 6.654 1.056  -0.2081
C -1.012 5.510 0.298  -0.1924
O 0.933 4.442 -2.759  -0.3794
C 1.145 3.156 -3.143  0.1709
C 1.992 2.713 -4.297  0.9682
F 2.941 1.824 -3.913  -0.2920
F 1.160 2.223 -5.249  -0.2999
F 2.600 3.814 -4.830  -0.3201
C -0.403 -1.380 0.515  0.0367
N -0.189 -2.616 1.090  -0.4734
H -1.292 -4.061 4.830  0.1636
H -2.974 -4.495 4.542  0.1657
H -2.067 -5.280 5.877  0.1948
H -1.968 -4.633 2.309  0.1772
H -1.516 -6.323 1.875  0.1840
H 0.303 -4.169 2.958  0.2153
H 0.799 -5.824 2.751  0.1965
H 2.138 -5.551 -0.097  0.1939
H 0.611 -6.243 -0.643  0.1956
H 1.370 -6.794 0.910  0.2163
H 0.898 -4.227 -1.606  0.2172
H 0.610 -2.083 -2.697  0.2560
H -0.436 0.900 -0.455  0.4107
H 1.120 6.953 -1.926  0.2239
H 0.585 8.920 -0.602  0.2191
H -0.996 8.757 1.332  0.2200
H -2.028 6.560 1.867  0.2212
H -1.449 4.557 0.556  0.2332
H -0.729 -0.545 1.113  0.1832

The value obtained for the largest force on an atom is 3.32 eV/Å. The calculation puts the relative energy (zero: lowest compared OMol25 entry of this formula, charge and spin) at 20.5 kcal per mole. The value obtained for the total energy is -1517.8629 Ha. Its structure (SMILES) is COCCN(C)c1ccc(NC(=O)c2nc(-c3ccccc3)oc2C(F)(F)F)cn1. For the HOMO-LUMO gap, the calculation gives 7.5 eV.

***

Record 4
The following is a DFT calculation (ωB97M-V/def2-TZVPD) of one molecule with the formula C20H19FN4O3.

Last column: natural (NBO) charge in e.
Positions of all 47 atoms, in Å:
C -4.622 1.320 -3.498  -0.6262
C -3.824 0.012 -3.650  -0.0739
O -2.736 0.062 -2.732  -0.4965
C -2.929 -0.414 -1.473  0.7757
O -3.988 -0.748 -0.976  -0.5780
C -1.701 -0.442 -0.627  -0.0712
C -0.710 0.564 -0.754  -0.2144
C 0.448 0.566 0.032  0.1860
C 1.450 1.634 -0.038  -0.1147
C 2.209 2.012 1.123  -0.1399
C 3.127 3.088 1.056  -0.3203
C 3.376 3.731 -0.167  0.3289
O 4.342 4.645 -0.402  -0.4873
C 5.437 4.679 0.535  -0.2574
C 2.669 3.349 -1.300  -0.3271
C 1.710 2.341 -1.256  0.4262
F 1.108 2.008 -2.437  -0.3245
N 0.625 -0.428 0.931  -0.4474
C -0.301 -1.384 1.102  0.3392
C -1.446 -1.454 0.328  -0.1114
C -2.090 -2.649 0.810  0.1666
C -3.384 -3.269 0.297  -0.6331
N -1.405 -3.250 1.744  -0.2284
N -0.313 -2.514 1.964  -0.2084
C 0.742 -2.901 2.949  -0.1969
C 1.400 -4.252 2.572  -0.5235
C 2.084 -4.812 3.761  0.2818
N 2.657 -5.256 4.690  -0.3210
H -5.446 1.294 -4.229  0.2128
H -5.005 1.469 -2.507  0.2216
H -3.937 2.168 -3.721  0.2090
H -4.504 -0.827 -3.571  0.1960
H -3.420 -0.043 -4.651  0.1920
H -0.903 1.428 -1.361  0.2333
H 2.062 1.447 2.039  0.2379
H 3.676 3.380 1.948  0.2240
H 5.108 5.136 1.442  0.1759
H 5.825 3.685 0.834  0.1868
H 6.228 5.298 0.119  0.2051
H 2.876 3.854 -2.243  0.2421
H -4.221 -2.675 0.591  0.2381
H -3.368 -3.303 -0.821  0.2168
H -3.505 -4.316 0.670  0.2258
H 1.531 -2.162 2.971  0.2358
H 0.278 -2.960 3.966  0.2215
H 0.643 -4.958 2.182  0.2693
H 2.145 -4.151 1.756  0.2533

The value obtained for the largest force on an atom is 3.51 eV/Å. The calculation puts the relative energy (zero: lowest compared OMol25 entry of this formula, charge and spin) at 0.0 kcal per mole. The value obtained for the total energy is -1318.1132 Ha. Its structure (SMILES) is CCOC(=O)c1cc(-c2ccc(OC)cc2F)nc2c1c(C)nn2CCC#N. For the HOMO-LUMO gap, the calculation gives 8.1 eV.

***

Record 5
The following is a DFT calculation (ωB97M-V/def2-TZVPD) of C20H19N2O7RhS as an isolated structure.

Last column: natural (NBO) charge in e.
Positions of all 50 atoms, in Å:
Rh 1.807 1.576 -1.291  1.1712
O -1.829 0.747 -2.236  -0.6343
C -0.618 0.824 -2.249  0.8100
O 0.051 1.950 -2.272  -0.7631
C 0.210 -0.486 -2.477  -0.3819
C 1.210 -0.156 -3.596  0.0931
C 1.661 -1.386 -4.363  -0.4321
C 2.531 -2.108 -3.312  -0.4369
C 2.501 -1.142 -2.137  0.0936
O 2.391 0.179 -2.794  -0.5370
C 1.171 -1.151 -1.390  -0.3242
C 1.419 -0.402 -0.020  0.6189
O 1.477 -1.331 1.130  -0.7476
O 2.623 0.236 0.034  -0.7609
H -0.519 -1.226 -2.802  0.2458
H 0.937 0.707 -4.193  0.2363
H 2.245 -1.100 -5.236  0.2210
H 0.807 -1.971 -4.700  0.2260
H 3.551 -2.251 -3.665  0.2233
H 2.137 -3.079 -3.017  0.2299
H 3.373 -1.144 -1.497  0.2562
H 0.841 -2.166 -1.200  0.2791
C -4.635 0.603 2.295  -0.6324
C -3.403 -0.238 2.110  0.0127
C -2.598 -0.569 3.198  -0.2208
C -1.427 -1.291 3.026  -0.2178
C -1.071 -1.700 1.749  -0.3136
C -1.878 -1.414 0.658  -0.1687
C -3.032 -0.676 0.840  -0.1973
S 0.477 -2.508 1.523  2.4015
O 0.959 -2.949 2.790  -0.9203
O 0.367 -3.442 0.440  -0.9434
N 0.384 0.593 0.103  -0.4112
C 0.652 1.646 0.977  0.3916
C 0.326 1.734 2.323  -0.2513
C 0.643 2.910 2.971  -0.1249
C 1.274 3.948 2.282  -0.2657
C 1.593 3.768 0.955  0.0664
N 1.272 2.630 0.337  -0.4156
H -5.067 0.462 3.286  0.2171
H -5.391 0.364 1.548  0.2240
H -4.389 1.661 2.185  0.2278
H -2.891 -0.256 4.193  0.2140
H -0.795 -1.551 3.865  0.2475
H -1.601 -1.750 -0.330  0.2361
H -3.632 -0.417 -0.022  0.2337
H -0.152 0.899 2.815  0.2492
H 0.410 3.027 4.022  0.2269
H 1.523 4.877 2.774  0.2323
H 2.103 4.520 0.369  0.2160

The value obtained for the largest force on an atom is 3.43 eV/Å. The calculation puts the relative energy (zero: lowest compared OMol25 entry of this formula, charge and spin) at 24.6 kcal per mole. The value obtained for the total energy is -1918.3737 Ha. For the HOMO-LUMO gap (spin up / spin down), the calculation gives 7.3 / 7.3 eV.

***

Record 6
The following is a DFT calculation (ωB97M-V/def2-TZVPD) of one molecule with the formula C20H19N3O4.

Last column: natural (NBO) charge in e.
Positions of all 46 atoms, in Å:
C 0.937 -2.631 3.096  -0.6274
C -0.430 -2.056 3.248  0.2495
C -1.410 -3.214 3.286  -0.6183
C -0.547 -1.152 4.480  -0.4380
C -0.514 0.215 3.839  -0.0840
C -0.442 1.411 4.508  -0.2031
C -0.369 2.611 3.775  -0.2240
C -0.404 2.544 2.331  -0.1933
C -0.492 1.290 1.677  -0.1232
C -0.549 1.205 0.154  -0.0656
O -0.221 2.428 -0.527  -0.4880
C 0.895 2.368 -1.326  0.4580
C 1.939 3.221 -1.058  -0.3588
C 2.889 2.984 -2.096  -0.0095
N 2.483 2.050 -2.935  -0.2645
N 1.214 1.729 -2.524  -0.2347
C 0.357 0.799 -3.219  0.3802
C 0.845 0.114 -4.365  -0.2051
C 0.048 -0.812 -5.070  -0.1233
C 0.528 -1.475 -6.320  0.7651
O 1.704 -1.387 -6.573  -0.5307
O -0.417 -2.049 -7.130  -0.6581
C -1.231 -1.057 -4.525  -0.2636
C -1.659 -0.366 -3.387  0.0547
N -0.912 0.548 -2.771  -0.4329
C -0.558 0.136 2.457  0.3568
O -0.700 -1.195 2.100  -0.5200
H 1.669 -1.841 3.108  0.2152
H 1.185 -3.336 3.899  0.2145
H 0.994 -3.127 2.096  0.2197
H -2.450 -2.823 3.437  0.2140
H -1.387 -3.818 2.341  0.2199
H -1.178 -3.895 4.101  0.2168
H -1.489 -1.356 4.999  0.2172
H 0.247 -1.359 5.222  0.2232
H -0.423 1.430 5.582  0.2107
H -0.294 3.566 4.324  0.2161
H -0.370 3.487 1.779  0.2285
H -1.547 0.855 -0.076  0.2058
H 0.212 0.472 -0.161  0.1914
H 2.024 3.918 -0.223  0.2358
H 3.784 3.529 -2.221  0.2097
H 1.854 0.376 -4.661  0.2680
H -1.302 -1.863 -6.746  0.4881
H -1.853 -1.816 -4.922  0.2026
H -2.662 -0.658 -3.002  0.2044

The value obtained for the largest force on an atom is 2.38 eV/Å. The calculation puts the relative energy (zero: lowest compared OMol25 entry of this formula, charge and spin) at 92.6 kcal per mole. The value obtained for the total energy is -1238.7150 Ha. Its structure (SMILES) is CC1(C)Cc2cccc(COc3ccnn3-c3cc(C(=O)O)ccn3)c2O1. For the HOMO-LUMO gap, the calculation gives 8.0 eV.